Entry from OMol25: 2 unconnected molecules or ions with the total composition C3H9Cl2N2 at a distorted geometry (wB97M-V/def2-TZVPD).

Properties
Molecular weight ... 144.03 u
Kohn-Sham gap ... 9.5416 eV
Total charge ... +1

Element x y z (Å)
C1 -1.43 0.69 -0.02
C2 -0.46 -0.39 -0.03
C3 1.45 0.45 -0.05
N1 1.45 0.83 -1.39
N2 -0.64 -1.46 0.98
Cl1 2.41 -0.98 0.45
Cl2 1.21 1.72 1.06
H1 -0.91 1.58 -0.31
H2 -1.93 0.93 0.98
H3 -2.16 0.45 -0.89
H4 -0.36 -0.86 -0.99
H5 1.73 1.75 -1.67
H6 1.65 0.04 -1.95
H7 -0.87 -0.81 1.84
H8 0.25 -1.86 1.22
H9 -1.39 -2.08 0.77

Here are the Mulliken charges for atoms 1 to 6, given in e: -0.974 -0.581 0.395 -0.389 -0.175 -0.161